ORCA calculation (wB97M-V/def2-TZVPD) on a structure of composition C43H32Cl4N8O5S4Ti at a distorted geometry.

ORCA input file:
```
! wB97M-V def2-TZVPD RIJCOSX def2/J DEFGRID3
* xyz 1 2
Ti 12.59 12.56 13.13
C 18.82 15.00 10.91
C 18.01 15.94 10.16
N 17.03 16.63 10.72
C 16.59 17.63 9.85
C 17.24 17.66 8.63
S 18.34 16.40 8.47
C 15.57 18.54 10.29
C 14.92 19.40 9.43
S 14.05 20.62 10.23
C 14.55 19.90 11.76
N 15.31 18.83 11.62
C 14.08 20.37 13.06
H 18.19 14.49 11.66
H 19.66 15.50 11.44
H 19.27 14.23 10.26
H 17.15 18.38 7.85
H 14.95 19.30 8.36
H 14.73 19.93 13.82
H 13.08 20.00 13.32
H 14.10 21.45 13.16
S 6.03 16.23 13.49
N 6.94 15.81 12.23
C 8.09 15.33 12.70
C 9.24 15.03 11.90
C 9.42 15.25 10.55
C 10.61 14.77 9.97
C 11.62 14.18 10.76
N 11.43 13.97 12.08
C 10.33 14.47 12.68
C 10.28 14.35 14.07
N 11.41 13.79 14.61
C 11.53 13.80 15.93
C 10.60 14.38 16.83
C 9.41 14.89 16.29
C 9.27 14.83 14.89
C 8.12 15.30 14.19
N 7.04 15.84 14.77
H 8.61 15.70 10.01
H 10.78 14.89 8.92
H 12.55 13.81 10.36
H 12.38 13.30 16.37
H 10.90 14.33 17.88
H 8.55 15.27 16.86
O 13.83 9.33 15.42
Cl 14.28 10.60 14.97
O 13.72 11.62 15.86
O 15.69 10.79 14.84
O 13.69 10.88 13.60
Cl 15.52 16.75 15.59
C 15.68 14.93 15.62
Cl 17.35 14.42 15.21
Cl 15.06 14.35 17.20
C 14.79 14.37 14.54
N 14.10 13.88 13.69
N 8.04 6.76 13.80
C 8.65 7.75 13.84
C 9.33 9.01 13.80
C 10.05 9.41 14.86
C 10.92 10.49 14.81
C 11.05 11.25 13.66
C 10.08 11.02 12.66
C 9.30 9.84 12.68
H 9.90 8.85 15.79
H 11.46 10.73 15.73
H 9.98 11.67 11.79
H 8.76 9.54 11.84
O 13.52 12.14 11.41
S 14.84 11.48 10.93
C 14.50 9.66 10.83
C 13.42 9.19 9.89
C 12.16 9.79 10.04
C 11.00 9.27 9.48
C 11.08 8.01 8.90
C 12.29 7.42 8.64
C 13.43 8.00 9.16
C 15.02 11.76 9.05
C 14.15 12.80 8.44
C 14.46 14.15 8.52
C 13.72 15.09 7.78
C 12.60 14.63 7.03
C 12.19 13.29 7.08
C 12.91 12.39 7.88
H 14.33 9.37 11.86
H 15.43 9.22 10.49
H 12.15 10.76 10.51
H 10.08 9.82 9.59
H 10.18 7.46 8.69
H 12.36 6.48 8.16
H 14.38 7.47 8.94
H 14.92 10.78 8.55
H 16.08 12.04 8.96
H 15.32 14.50 9.06
H 14.02 16.10 7.72
H 12.03 15.31 6.39
H 11.36 12.98 6.46
H 12.49 11.39 8.07
*
```

HOMO level (spin up / spin down) = -10.15 / -10.15 eV
Gap between HOMO and LUMO (spin up / spin down) = 6.52 / 6.33 eV
Molar mass = 1058.7 g/mol
Energy above the lowest of the compared OMol25 structures with the same formula, charge and spin = 0.0 kcal/mol

Löwdin population analysis, charges in e, atoms 1 to 6: 0.937 -0.104 -0.635 0.102 -0.340 -0.388

***

ORCA calculation (wB97M-V/def2-TZVPD) on a structure of composition C43H32HgN10O4S3 at a distorted geometry.

ORCA input file:
```
! wB97M-V def2-TZVPD RIJCOSX def2/J DEFGRID3
* xyz -1 2
Hg 17.86 10.86 12.37
C 7.82 9.34 11.97
O 9.24 9.40 11.91
C 9.76 10.60 12.30
C 9.57 11.82 11.57
C 10.17 13.02 12.00
C 10.99 13.06 13.14
C 11.25 11.85 13.80
C 10.55 10.69 13.39
N 11.45 14.27 13.57
N 12.46 14.36 14.39
C 13.52 13.53 14.25
C 14.07 13.01 15.41
C 15.21 12.16 15.35
C 15.82 11.82 14.19
O 16.87 11.02 14.27
C 15.38 12.49 12.98
N 16.10 12.38 11.79
C 15.90 13.10 10.80
C 14.77 13.99 10.81
C 13.97 14.08 11.89
C 14.34 13.38 13.02
H 7.65 8.40 11.51
H 7.36 10.19 11.48
H 7.49 9.36 13.01
H 8.99 11.82 10.66
H 9.87 13.92 11.48
H 11.85 11.84 14.71
H 10.74 9.73 13.94
H 13.66 13.36 16.35
H 15.61 11.78 16.26
H 16.57 13.04 9.96
H 14.59 14.46 9.80
H 13.09 14.67 12.03
N 20.78 14.96 8.65
C 20.60 14.01 7.64
C 21.38 13.95 6.49
C 21.24 12.94 5.52
C 20.09 12.11 5.70
C 19.36 12.19 6.84
N 19.61 13.14 7.81
C 19.90 14.99 9.81
C 18.78 15.79 9.79
C 17.99 15.87 10.97
C 18.32 15.06 12.01
C 19.49 14.31 11.97
N 20.27 14.29 10.88
H 21.66 15.46 8.76
H 22.12 14.70 6.22
H 21.85 12.94 4.61
H 19.87 11.35 5.01
H 18.55 11.60 7.11
H 18.48 16.39 8.95
H 17.17 16.50 10.99
H 17.70 15.20 12.93
H 19.71 13.70 12.84
N 16.29 6.90 13.37
C 15.14 7.39 12.78
C 13.79 7.21 13.13
C 12.90 8.04 12.54
C 13.30 8.96 11.51
C 14.59 9.15 11.22
C 15.55 8.34 11.86
N 16.90 8.46 11.87
C 17.34 7.66 12.81
C 18.82 7.42 13.07
C 19.45 6.23 12.86
S 21.15 6.53 12.86
C 20.90 8.19 13.00
N 19.66 8.52 13.14
H 16.35 6.48 14.28
H 13.48 6.53 13.91
H 11.89 8.00 12.73
H 12.47 9.61 11.15
H 14.90 9.95 10.58
H 19.12 5.18 12.89
H 21.78 8.83 13.08
O 22.49 13.52 13.38
S 22.36 12.11 13.22
O 22.85 11.25 14.28
N 20.76 11.69 12.74
C 20.75 11.37 11.49
S 19.38 10.81 10.56
C 22.03 11.34 10.83
C 22.28 10.95 9.52
C 23.60 11.01 9.06
C 24.67 11.52 9.85
C 24.38 11.84 11.20
C 23.08 11.66 11.65
H 21.52 10.64 8.85
H 23.90 10.67 8.09
H 25.70 11.50 9.55
H 25.14 12.29 11.87
*
```

HOMO level (spin up / spin down) = -2.28 / -3.08 eV
Gap between HOMO and LUMO (spin up / spin down) = 3.91 / 4.71 eV
Molar mass = 1049.6 g/mol

Löwdin population analysis, charges in e, atoms 1 to 6: 1.001 -0.088 -0.136 -0.369 -0.030 -0.041